Record 1
Formula: C9H19NOS
Source: OMol25
Level of theory: wB97M-V/def2-TZVPD

Properties
LUMO: 0.8286 eV
ΔE to the lowest compared entry with this formula, charge and spin: 575.6 kJ/mol
SMILES: C=[S@](=O)(NC(C)(C)C)C1(C)CC1
HOMO: -8.24 eV
HOMO-LUMO gap: 9.065 eV

Positions of all 31 atoms, in Å:
C  0.8568  -1.5112  -1.5436
S  0.9415  -0.8366  -0.0604
O  1.3121  -1.9366  0.8092
N  -0.5793  0.0913  0.7990
C  -1.8979  -0.1144  0.3464
C  -2.8216  0.5260  1.3436
C  -2.1038  0.6409  -1.1300
C  -2.4300  -1.5346  -0.0434
C  2.0697  0.4927  0.0661
C  1.8141  1.7040  -0.7760
C  3.4269  0.0034  0.0845
C  2.7506  0.6157  1.3164
H  0.6298  -2.5672  -1.4596
H  0.2977  -0.9403  -2.3508
H  -0.4103  -0.1544  1.7893
H  -3.0728  -0.2482  2.1000
H  -2.2430  1.3300  1.8715
H  -3.7766  0.7089  0.8563
H  -3.0752  1.2055  -1.2190
H  -2.1634  -0.1040  -1.8578
H  -1.1439  1.3042  -1.1614
H  -1.7028  -1.7598  -0.9095
H  -2.2043  -2.2943  0.7884
H  -3.4406  -1.5010  -0.2471
H  2.6827  2.3497  -0.9576
H  0.9538  2.2086  -0.2480
H  1.4880  1.4151  -1.6896
H  4.2122  0.5896  -0.3763
H  3.7309  -1.0166  0.1449
H  2.6160  -0.1867  1.9544
H  3.2827  1.5204  1.7602


Record 2
Formula: C3H6N4O2
Source: OMol25
Level of theory: wB97M-V/def2-TZVPD

Properties
LUMO: -0.6561 eV
ΔE to the lowest compared entry with this formula, charge and spin: 458.9 kJ/mol
SMILES: N/N=C(\N)C(=O)C(N)=O
HOMO: -8.31 eV
HOMO-LUMO gap: 7.659 eV

Positions of all 15 atoms, in Å:
N  0.6994  -0.0358  2.0332
N  0.5966  0.3112  0.7257
C  1.0135  -0.3548  -0.3057
N  2.2390  -0.2165  -0.8332
C  -0.1944  -0.7890  -1.1576
O  -0.0866  -0.6671  -2.3639
C  -1.3366  -0.0760  0.1657
N  -2.1417  0.8273  -0.4761
O  -1.7732  -0.7473  1.0839
H  -0.0874  -0.6143  2.3345
H  0.8163  0.7510  2.6579
H  2.9844  0.1260  -0.2455
H  2.2832  -0.2823  -1.8411
H  -1.8773  1.0689  -1.4212
H  -3.1351  0.6986  -0.3569


Record 3
Formula: C5H8O
Source: OMol25
Level of theory: wB97M-V/def2-TZVPD

Properties
LUMO: 0.7920 eV
ΔE to the lowest compared entry with this formula, charge and spin: 308.2 kJ/mol
SMILES: C#C[C@H](O)CC
HOMO: -9.86 eV
HOMO-LUMO gap: 10.648 eV

Positions of all 14 atoms, in Å:
C  2.3841  -0.1243  -1.0410
C  1.4643  0.4278  -0.4783
C  0.4943  -0.1901  0.4599
O  0.9018  -1.5649  0.5381
C  -0.9441  -0.2345  -0.0305
C  -1.7018  1.0859  0.0144
H  3.1419  -0.7292  -1.4748
H  0.5599  0.2772  1.4515
H  1.7849  -1.6000  0.9288
H  -0.9344  -0.6356  -1.0505
H  -1.4312  -0.9795  0.6052
H  -1.7256  1.5011  1.0284
H  -2.7396  0.9317  -0.3024
H  -1.2546  1.8345  -0.6488


Record 4
Formula: C4H12N3
Source: OMol25
Level of theory: wB97M-V/def2-TZVPD

Properties
charge: +1
LUMO: -3.0750 eV
ΔE to the lowest compared entry with this formula, charge and spin: 219.8 kJ/mol
SMILES: N/C=C(\[NH3+])CCN
HOMO: -13.09 eV
HOMO-LUMO gap: 10.018 eV

Positions of all 19 atoms, in Å:
N  1.6963  -0.4844  2.2409
C  0.7703  -1.1101  1.3818
C  0.3860  -0.6617  0.1710
N  1.3296  0.2173  -0.5146
C  -0.9446  -0.8482  -0.5186
C  -1.7612  0.4387  -0.8661
N  -0.8631  1.6715  -1.0966
H  1.5741  0.4140  2.7191
H  2.5080  -1.0521  2.4074
H  0.2450  -1.9739  1.7756
H  1.5347  -0.2199  -1.4032
H  2.1980  0.3318  0.0453
H  0.7427  1.1871  -0.5727
H  -1.5375  -1.5595  0.1216
H  -0.8087  -1.4843  -1.4337
H  -2.3118  0.7049  0.0395
H  -2.5229  0.2722  -1.6227
H  -0.8001  1.7271  -2.1247
H  -1.4348  2.4294  -0.7494